Entry 1:
A 11-piece molecular cluster, C57H121F3O33 overall in a non-equilibrium geometry. Source: the Open Molecules 2025 dataset; level of theory: ωB97M-V with the def2-TZVPD basis set.

Calculated values
Lowest unoccupied orbital energy ... 0.3 eV
Energy above the lowest of the compared OMol25 structures with the same formula, charge and spin ... 42.6 kcal per mole
Largest force on an atom ... 3.25 eV/A
Total charge ... 0
HOMO-LUMO gap ... 0.35504 Ha
Structure (SMILES) ... O=C1OC[C@@H](F)O1.O=C1OC[C@@H](F)O1.O=C1OC[C@@H](F)O1.COCCOCCOC.COCCOCCOC.COCCOCCOC.COCCOCCOC.COCCOCCOC.COCCOCCOC.COCCOCCOC.COCCOCCOC
2S+1 ... 1
HOMO ... -9.315 eV

```
214
Properties=species:S:1:pos:R:3:forces:R:3:lowdin_charge:R:1
C 5.552526 -0.367142 2.556453 1.0 -0.8 0.2 -0.073
O 6.512432 -1.335079 3.006587 -0.4 1.6 0.4 -0.173
C 6.354682 -2.604095 2.477610 -0.2 -0.5 0.5 -0.250
C 7.190650 -3.540563 3.307959 1.3 0.1 0.4 -0.201
O 6.894816 -4.831392 2.826608 -0.2 0.3 -0.4 -0.134
C 7.292837 -5.851299 3.679506 -0.2 -0.5 0.2 -0.205
C 6.752966 -7.164675 3.113797 -0.7 0.2 1.8 -0.195
O 7.189744 -8.298024 3.827415 -0.4 -0.3 0.0 -0.180
C 8.397754 -8.806619 3.333135 0.4 0.2 1.3 -0.112
H 5.815497 0.604279 2.978805 0.0 -0.2 0.1 0.096
H 4.534124 -0.635530 2.827782 -0.2 -0.2 0.2 0.063
H 5.635840 -0.320970 1.483277 -0.2 0.3 -0.7 0.072
H 6.674594 -2.653552 1.440469 0.0 0.0 -0.5 0.130
H 5.335762 -2.994779 2.590748 -0.1 0.3 -0.3 0.100
H 6.993060 -3.427434 4.392345 -0.4 -0.1 -0.5 0.125
H 8.290024 -3.310743 3.222374 -0.7 -0.2 -0.2 0.144
H 6.878920 -5.665153 4.676966 0.0 -0.2 0.1 0.134
H 8.366787 -5.874572 3.782085 0.7 -0.1 0.0 0.117
H 6.919907 -7.254370 2.073317 0.4 0.0 -1.3 0.115
H 5.692917 -7.159189 3.307233 -0.6 0.2 -0.3 0.121
H 8.299959 -9.447727 2.463791 -0.1 0.3 -0.6 0.086
H 8.802525 -9.453355 4.112911 0.1 0.1 0.1 0.089
H 9.044030 -7.932121 3.243461 0.6 -0.5 -0.7 0.084
C 2.005414 -4.943066 3.185456 -0.7 0.9 -1.1 -0.039
O 1.971439 -3.811059 2.283268 -1.4 0.0 1.9 -0.192
C 2.713309 -3.952598 1.146720 1.1 -0.5 -0.8 -0.236
C 2.828537 -2.637106 0.417381 -0.1 0.6 0.0 -0.175
O 1.654320 -2.012498 -0.067384 -0.8 -0.9 -0.4 -0.139
C 1.343632 -2.455453 -1.389847 -0.4 -0.1 0.0 -0.165
C 0.013451 -1.926340 -1.840195 -0.4 0.1 0.7 -0.172
O -0.930279 -2.571489 -0.997117 0.3 -0.3 0.0 -0.193
C -2.240890 -2.112879 -1.094680 -0.2 0.9 -2.0 -0.117
H 3.008080 -5.192031 3.440899 1.0 -0.1 0.3 0.072
H 1.564269 -5.786819 2.665794 -0.2 -0.4 0.1 0.088
H 1.437481 -4.689651 4.082522 0.0 0.1 -0.2 0.095
H 2.369141 -4.772395 0.477087 -0.1 0.3 0.3 0.141
H 3.741705 -4.193259 1.463117 0.1 -0.2 -0.4 0.123
H 3.531944 -2.751284 -0.398298 0.4 -0.1 -0.3 0.116
H 3.221097 -1.878537 1.071561 0.5 0.1 0.6 0.102
H 1.193696 -3.546475 -1.482217 0.7 0.1 0.3 0.143
H 2.142759 -2.073287 -2.009753 0.2 -0.2 -0.6 0.101
H -0.203127 -2.194909 -2.893821 0.3 0.4 0.3 0.126
H -0.036392 -0.853775 -1.665188 -0.1 0.3 -0.4 0.111
H -2.401622 -1.141277 -0.642320 0.1 0.3 0.5 0.070
H -2.834972 -2.853082 -0.618413 -0.8 -0.5 0.3 0.081
H -2.581623 -1.944273 -2.169464 0.4 -0.6 0.9 0.104
C -3.200886 5.999613 4.718500 -0.3 -2.3 -0.2 -0.075
O -4.159238 5.321664 3.841676 -0.5 -0.1 3.1 -0.203
C -5.084502 4.647562 4.835718 0.6 0.0 -2.6 -0.145
C -6.234906 4.062010 4.025812 0.9 0.0 0.5 -0.184
O -5.834437 2.896050 3.325885 -0.4 0.0 -0.4 -0.130
C -5.640542 2.966554 1.911318 1.2 -0.6 0.8 -0.152
C -4.118488 2.853953 1.628425 -0.9 -0.4 -0.4 -0.159
O -3.519960 1.658318 2.178329 -1.4 1.4 -2.0 -0.174
C -3.108564 1.815309 3.465382 0.4 0.3 2.2 -0.155
H -2.799889 5.186545 5.389637 0.4 0.8 -0.7 0.095
H -3.675599 6.656406 5.422615 -0.5 0.8 0.0 0.076
H -2.466546 6.503804 4.108189 0.2 0.0 0.0 0.063
H -5.379757 5.376587 5.568421 -0.5 0.5 0.2 0.111
H -4.601353 3.833248 5.375433 0.5 0.0 -0.2 0.119
H -6.686309 4.868665 3.463554 0.0 0.0 -0.9 0.126
H -6.985365 3.728594 4.699577 -0.8 -0.3 0.9 0.113
H -5.953153 3.928458 1.584958 -0.4 0.9 -0.6 0.109
H -6.223580 2.186916 1.378727 0.3 0.4 0.6 0.112
H -3.644650 3.802364 1.998740 -0.1 -1.0 -0.3 0.120
H -4.049182 2.750287 0.529085 0.4 0.2 0.4 0.113
H -2.203651 1.237776 3.541849 0.5 -0.3 0.4 0.064
H -3.833810 1.515294 4.249186 0.1 -0.2 -0.5 0.104
H -2.895259 2.863108 3.724233 0.2 0.0 -0.2 0.076
C 1.724256 8.040139 -3.685046 -0.3 -0.2 -0.9 -0.080
O 0.929390 6.859440 -3.526470 1.9 0.3 -0.4 -0.206
C -0.330090 7.154747 -3.092086 -1.5 0.2 0.7 -0.261
C -0.979614 5.901948 -2.493156 1.5 -1.0 -0.7 -0.162
O -0.336271 5.357764 -1.301956 -0.4 1.0 -1.2 -0.163
C -0.928163 5.741056 -0.052175 0.8 0.1 -1.4 -0.146
C 0.157600 5.536665 1.062788 -1.1 -0.4 -1.5 -0.186
O -0.325083 5.996232 2.266406 -0.5 0.8 0.9 -0.224
C -0.590286 7.383732 2.302868 -0.5 0.3 1.0 -0.104
H 2.029043 8.321328 -2.686898 0.0 0.7 0.3 0.079
H 1.124294 8.869898 -4.222937 1.1 -1.2 0.8 0.116
H 2.655052 7.762374 -4.237651 -0.9 0.3 0.2 0.097
H -0.885165 7.468438 -3.968713 -0.8 -0.1 -0.4 0.122
H -0.397627 8.055918 -2.450309 0.4 -0.5 0.4 0.129
H -0.858166 5.119125 -3.263432 0.4 0.1 0.3 0.113
H -2.050939 5.989531 -2.536987 -0.8 0.3 1.2 0.118
H -1.790745 5.064301 -0.017501 -0.1 0.3 1.1 0.121
H -1.256682 6.803405 -0.161120 0.2 -0.7 0.5 0.125
H 1.132651 5.974632 0.807384 -0.3 0.3 -0.3 0.138
H 0.320673 4.475669 1.214296 0.1 -0.4 -0.2 0.111
H -1.601496 7.684295 1.953181 0.4 -0.5 0.3 0.099
H 0.106940 7.969828 1.738352 0.7 0.1 -0.6 0.084
H -0.433442 7.668186 3.351100 -0.4 0.1 -0.2 0.098
C -2.323104 -6.069008 -1.946745 -0.5 0.3 -0.1 -0.083
O -2.430321 -6.392554 -3.321269 0.2 -1.0 0.2 -0.160
C -2.956681 -5.386790 -4.122949 0.0 0.7 -2.1 -0.208
C -1.927138 -4.353521 -4.642810 0.6 -0.2 1.3 -0.181
O -2.381956 -3.490063 -5.676663 -0.3 -0.4 1.1 -0.128
C -1.318901 -2.764579 -6.239025 0.2 1.4 0.1 -0.208
C -1.903933 -1.573783 -7.028342 -1.5 -0.8 2.0 -0.157
O -2.447323 -0.614157 -6.064010 0.0 -0.8 -1.1 -0.237
C -3.412977 0.259124 -6.675743 1.1 -1.4 0.1 -0.100
H -1.777994 -5.154167 -1.932422 0.7 0.8 0.8 0.056
H -1.845287 -6.840502 -1.332856 0.2 0.0 -0.7 0.096
H -3.291726 -5.892735 -1.471884 -0.3 0.0 -0.2 0.091
H -3.779320 -4.862410 -3.693756 -0.7 0.4 0.8 0.105
H -3.372856 -5.824178 -5.027934 -0.1 -0.5 0.0 0.129
H -1.034300 -4.886220 -4.969663 0.1 -0.3 -0.2 0.129
H -1.624658 -3.784524 -3.745376 0.1 0.3 -0.4 0.102
H -0.819241 -3.403673 -6.943462 0.6 -0.4 -0.5 0.116
H -0.525900 -2.397050 -5.502657 -1.2 -0.4 -0.5 0.134
H -2.782484 -2.013576 -7.616402 1.4 0.8 0.2 0.148
H -1.082793 -1.110905 -7.559019 -0.1 0.2 -0.8 0.114
H -2.904030 0.753196 -7.509771 -0.4 0.7 0.2 0.091
H -3.785417 0.849685 -5.856284 0.0 0.8 -0.1 0.077
H -4.246068 -0.313008 -7.082634 -0.2 -0.2 -0.1 0.077
C 5.602755 -3.123783 -4.512598 0.7 0.0 1.0 -0.085
O 5.590151 -1.819179 -3.999219 1.1 1.0 -2.5 -0.155
C 4.988429 -1.691386 -2.808667 -1.4 -1.5 2.5 -0.298
C 4.768380 -0.282295 -2.361258 0.7 1.0 -0.6 -0.175
O 3.547149 0.174621 -2.919141 -1.1 0.9 1.3 -0.126
C 2.696250 0.898656 -1.974063 0.3 0.3 -1.1 -0.149
C 2.892133 2.445498 -1.962405 1.0 -1.3 -2.7 -0.140
O 2.883079 2.822312 -3.382995 -0.1 0.7 0.6 -0.214
C 2.695909 4.251286 -3.530977 0.0 -0.7 0.1 -0.094
H 6.286235 -3.732530 -3.895112 0.3 0.0 -0.4 0.094
H 5.905571 -3.090332 -5.566503 -0.3 -0.2 0.4 0.101
H 4.645302 -3.557410 -4.290607 -0.9 -0.4 -0.7 0.075
H 5.525365 -2.263273 -2.050885 0.5 0.0 0.5 0.123
H 4.007088 -2.197206 -2.810937 -0.1 0.1 -0.2 0.105
H 5.609544 0.279135 -2.816294 -0.3 0.1 0.3 0.138
H 4.817319 -0.116916 -1.261626 -0.2 -0.4 -0.6 0.127
H 2.764017 0.426092 -1.001104 0.5 0.1 0.4 0.094
H 1.632525 0.778736 -2.235034 0.5 -0.2 -0.6 0.104
H 3.863349 2.814623 -1.596553 -0.5 -0.2 0.6 0.131
H 1.999810 2.810154 -1.509239 -0.4 0.9 0.7 0.080
H 2.788810 4.574689 -4.607820 0.2 -0.6 1.2 0.108
H 3.340219 4.802867 -2.824266 0.3 0.0 -0.6 0.088
H 1.704911 4.493407 -3.189327 -0.7 0.2 0.0 0.041
C -6.194799 -0.483763 0.631086 -0.2 -1.0 0.3 -0.091
O -6.930721 -0.077261 -0.510523 0.5 0.1 0.8 -0.145
C -6.066644 0.565631 -1.408690 -2.2 0.0 -2.4 -0.209
C -5.274678 -0.378685 -2.252397 0.9 0.0 0.1 -0.239
O -6.134574 -1.036713 -3.130295 1.1 -1.1 -1.4 -0.088
C -5.344650 -1.762358 -4.129362 -0.8 1.2 0.2 -0.158
C -6.249703 -2.515834 -5.014806 -0.5 -1.2 -0.2 -0.199
O -6.590081 -3.739661 -4.371629 0.8 1.0 0.6 -0.175
C -7.540279 -4.494432 -5.018451 -0.5 -0.2 0.1 -0.134
H -5.720786 0.289269 1.226804 0.0 0.6 -0.3 0.060
H -5.386737 -1.169925 0.357664 -0.1 -0.1 0.0 0.082
H -6.875615 -1.003068 1.301883 -0.1 -0.1 -0.1 0.097
H -5.485464 1.283804 -0.908235 1.1 1.1 0.6 0.090
H -6.733358 1.058724 -2.175784 0.5 0.0 1.0 0.153
H -4.804331 -1.101921 -1.614633 0.5 -0.7 0.5 0.091
H -4.434903 0.115184 -2.796967 -0.5 0.1 0.2 0.130
H -4.579572 -2.455349 -3.795125 0.0 -0.1 1.0 0.119
H -4.789263 -1.058691 -4.741470 0.1 0.5 0.0 0.100
H -5.702139 -2.759184 -5.923854 0.1 0.0 -0.4 0.126
H -7.152162 -1.956675 -5.281851 0.0 0.1 0.1 0.136
H -7.737636 -5.323285 -4.361913 -0.4 -0.4 0.2 0.087
H -7.181694 -4.895165 -5.948541 0.3 -0.2 -0.8 0.080
H -8.455714 -3.933566 -5.200005 -0.3 0.1 0.0 0.090
C 0.407446 0.598389 -5.041731 0.1 0.9 -0.7 -0.093
O -0.429340 0.720836 -3.916732 -0.2 0.6 0.4 -0.185
C -0.963437 1.991850 -3.694759 0.3 1.7 -1.1 -0.226
C -1.511981 2.137133 -2.311851 -1.0 -0.5 0.7 -0.166
O -0.407744 1.964650 -1.415293 -0.9 0.2 -1.2 -0.135
C -0.679542 1.746652 -0.074947 -0.2 -0.5 1.0 -0.186
C 0.653158 1.267556 0.480767 -0.6 0.7 -1.2 -0.243
O 0.570190 1.185813 1.848038 0.7 -0.3 1.6 -0.174
C 1.857155 0.800677 2.388805 -2.0 -0.6 -0.1 -0.045
H 0.668021 -0.437497 -4.969506 1.0 -0.4 -0.3 0.071
H 1.262867 1.336426 -5.065047 -0.6 -1.0 0.5 0.108
H -0.095744 0.731476 -6.025239 -0.3 0.0 0.6 0.084
H -1.738318 2.240468 -4.473666 0.3 -0.3 0.6 0.139
H -0.209887 2.842249 -3.771242 -0.2 -1.2 -0.2 0.135
H -2.431513 1.456307 -2.170818 1.6 0.4 0.3 0.141
H -1.909216 3.153267 -2.173895 0.0 0.0 -0.2 0.113
H -1.442566 1.001917 0.058165 -0.6 -0.8 0.0 0.105
H -1.073708 2.591226 0.529882 0.4 0.2 -0.6 0.129
H 1.315973 2.076709 0.174375 0.7 -0.1 0.1 0.111
H 0.981592 0.329598 -0.017625 -0.3 0.4 0.5 0.106
H 2.539536 1.613851 2.268830 1.0 0.2 -0.6 0.089
H 2.073552 -0.181972 1.963401 0.8 0.3 -0.2 0.081
H 1.735869 0.638211 3.441287 -0.3 0.0 0.7 0.073
C 0.322736 4.060203 4.414275 -1.0 -1.0 1.0 -0.021
C -0.192470 2.983085 5.393359 1.0 -0.1 1.5 -0.231
O -0.474140 3.716139 6.566051 -0.9 0.4 -0.4 0.084
C 0.108908 4.990764 6.514384 -0.7 -1.3 1.5 -0.532
O 0.045501 5.752004 7.442882 0.3 -0.7 -1.7 0.162
O 0.733304 5.084865 5.355425 0.6 0.8 -1.2 0.085
F 0.936751 2.215988 5.788852 -0.2 -0.1 -0.6 -0.013
H -0.464980 4.476274 3.765379 0.5 -0.3 0.2 0.120
H 1.158766 3.587457 3.886779 0.0 0.8 0.0 0.139
H -0.959612 2.201239 5.167147 0.4 1.3 -0.1 0.163
C 2.491848 -1.100323 6.941099 1.7 0.1 0.9 -0.029
C 3.690123 -0.085527 6.818269 0.5 -2.8 -0.4 -0.240
O 4.449036 -0.629831 5.751762 -0.8 -0.8 -0.4 0.097
C 4.015047 -1.924688 5.441442 0.7 0.2 0.6 -0.474
O 4.643031 -2.683114 4.760086 -1.1 0.8 0.6 0.162
O 2.857052 -2.189342 6.086794 0.6 0.3 -0.6 0.069
F 4.547473 -0.135274 7.909582 -1.0 0.4 -0.3 0.044
H 1.555620 -0.687600 6.650320 -0.7 0.3 -0.4 0.098
H 2.449481 -1.512847 7.957763 -0.1 0.3 -0.2 0.146
H 3.412187 0.898197 6.549759 -0.1 1.2 0.2 0.142
C -1.176947 -2.994636 2.414745 -0.3 -0.4 1.0 -0.007
C -0.998427 -1.508180 2.233771 -1.5 -1.1 -0.7 -0.338
O -0.485006 -1.086002 3.399594 1.0 1.0 1.9 0.125
C -0.592830 -2.012447 4.408724 -0.6 -1.1 -2.1 -0.496
O -0.270979 -1.804191 5.518208 0.1 0.0 0.9 0.187
O -1.085691 -3.182215 3.876282 0.6 1.2 -0.4 0.073
F -2.225973 -0.895593 2.037143 0.0 0.0 0.0 0.049
H -0.396792 -3.525159 1.902451 0.5 -0.3 0.1 0.114
H -2.138424 -3.371750 2.100347 -0.3 0.1 -0.1 0.137
H -0.391566 -1.282821 1.396611 0.7 0.5 -0.7 0.134
```
Positions in Å, forces in eV/Å.

---

Entry 2:
A 2-piece molecular cluster, C14H22FN3O5S overall in a non-equilibrium geometry. Source: the Open Molecules 2025 dataset; level of theory: ωB97M-V with the def2-TZVPD basis set.

Calculated values
Lowest unoccupied orbital energy ... 0.5 eV
Energy above the lowest of the compared OMol25 structures with the same formula, charge and spin ... 0.0 kcal per mole
Largest force on an atom ... 4.10 eV/A
Total charge ... 0
HOMO-LUMO gap ... 0.36427 Ha
Structure (SMILES) ... O=S(=O)(O)CCNCc1cccc(F)c1.CNC(=O)CNC(C)=O
2S+1 ... 1
HOMO ... -9.397 eV

```
46
Properties=species:S:1:pos:R:3:forces:R:3:nbo_charge:R:1
O -6.013655 -3.952159 -3.193721 -0.3 -0.1 0.1 -0.626
O -2.311333 0.084082 -3.622044 -0.1 -0.2 0.3 -0.634
O 6.586531 -1.176237 6.033223 -0.8 1.5 -1.4 -0.925
O 6.452629 -1.715175 3.671116 -0.8 2.0 0.6 -0.928
F -1.260140 -0.154736 0.429124 0.2 0.4 0.2 -0.323
O 7.450137 0.462161 4.360706 -1.6 -0.2 0.1 -0.868
C -4.936838 -3.388231 -3.099946 -0.4 -1.6 -1.0 0.668
C -3.358015 -0.542705 -3.548315 1.0 0.4 -0.1 0.649
C -0.650296 3.289523 1.510060 0.4 -0.7 -0.1 -0.193
C -1.314456 2.144781 1.055613 -0.1 -0.1 0.0 -0.283
C 0.722467 3.238231 1.781430 -0.2 -0.4 -0.2 -0.220
C 0.754453 0.904122 1.149679 -0.3 -0.1 -0.1 -0.269
C -0.615598 0.948345 0.874826 0.7 1.0 0.5 0.409
C 1.439336 2.044931 1.596573 -0.8 0.3 -0.3 -0.014
N -4.262624 -0.535966 -4.539591 -0.7 -0.2 -0.3 -0.612
N -4.840322 -2.247228 -2.418048 0.9 1.8 0.9 -0.628
N 3.239330 1.293972 3.080068 -0.1 -0.5 -0.3 -0.626
C -3.715348 -3.974799 -3.781191 -0.1 0.2 0.2 -0.720
C -4.119314 0.176251 -5.810983 0.1 -0.1 0.3 -0.419
C -3.652783 -1.387435 -2.299305 -0.7 -0.5 -0.5 -0.312
C 2.929328 1.986245 1.819014 0.1 0.0 0.6 -0.234
C 4.645871 0.930300 3.278320 -0.7 0.7 -0.5 -0.233
C 4.735529 0.181190 4.586204 0.8 0.4 -0.2 -0.649
S 6.313909 -0.667718 4.686364 1.8 -3.5 1.1 2.288
H 8.251508 -0.073949 4.414489 0.5 0.0 -0.1 0.507
H -1.199557 4.217028 1.644337 0.1 -0.2 0.0 0.220
H -2.377113 2.175877 0.837724 0.1 0.0 0.0 0.226
H 1.234117 4.132949 2.123523 0.0 -0.1 -0.1 0.211
H 1.293910 -0.026894 1.005488 0.0 0.1 0.0 0.230
H -5.100430 -1.080668 -4.400362 0.1 0.1 -0.1 0.402
H -5.684050 -1.957149 -1.947193 0.0 -0.1 -0.1 0.411
H 2.863345 1.809167 3.876311 0.2 -0.1 -0.3 0.360
H -2.963920 -4.218388 -3.032519 0.2 0.0 -0.1 0.229
H -4.008247 -4.884737 -4.303467 -0.1 0.2 0.1 0.249
H -3.309896 -3.265610 -4.499226 0.2 0.1 0.0 0.229
H -4.134781 -0.535306 -6.637625 0.0 0.0 0.0 0.200
H -4.938248 0.885825 -5.935393 0.0 0.0 0.0 0.200
H -3.175366 0.725292 -5.843518 -0.1 -0.2 0.3 0.240
H -3.800447 -0.701372 -1.465856 0.1 -0.1 0.0 0.240
H -2.773820 -1.994010 -2.079970 0.1 0.2 -0.1 0.234
H 3.390519 1.454848 0.979456 0.1 -0.1 0.3 0.208
H 3.350285 2.996988 1.835041 -0.1 0.1 -0.2 0.177
H 4.979957 0.292458 2.450331 -0.2 0.1 0.1 0.220
H 5.286190 1.820550 3.301114 0.2 -0.1 0.0 0.182
H 3.952311 -0.575204 4.645852 0.3 -0.2 0.0 0.278
H 4.644933 0.860558 5.432283 0.2 -0.1 0.2 0.249
```
Positions in Å, forces in eV/Å.

---

Record order is preserved below.
Total energy: -136775.144; -43135.429 eV